[1]
Formula: C3H3N3O2
Source: the Open Molecules 2025 dataset
Level of theory: the ωB97M-V functional and the def2-TZVPD basis

Calculated values
HOMO-LUMO gap ... 8.99 eV
LUMO level ... -0.663 eV
DFT total energy ... -430.65488 a.u.

Structure (ORCA input):
```
! RIJCOSX wB97M-V def2-TZVPD def2/J DEFGRID3
* xyz 0 1
H -2.551 -0.672 1.135
N 0.850 0.014 0.352
C -0.106 -0.209 1.214
C 0.634 0.621 -1.992
H 1.679 -0.457 2.357
H -0.162 0.682 -2.747
N 0.143 -0.160 -0.721
N -1.218 -0.459 -0.645
O 1.730 0.978 -2.169
C -1.391 -0.605 0.646
O 0.393 0.267 2.571
*
```

These are the Mulliken partial charges, in e, on atoms 1 to 6:
1. H 0.289
2. N -0.566
3. C 0.408
4. C 0.076
5. H 0.414
6. H 0.366


[2]
Formula: C3H3N3O2
Source: the Open Molecules 2025 dataset
Level of theory: the ωB97M-V functional and the def2-TZVPD basis

Calculated values
HOMO-LUMO gap ... 8.71 eV
LUMO level ... 0.006 eV
SMILES ... O/N=c1\cconn1
DFT total energy ... -430.66445 a.u.

Structure (ORCA input):
```
! RIJCOSX wB97M-V def2-TZVPD def2/J DEFGRID3
* xyz 0 1
H 2.815 -1.251 -1.614
H -0.680 -1.212 -1.064
C -0.708 -0.508 -0.281
O 1.935 -1.227 -1.141
C -1.727 0.047 0.400
N 1.875 0.010 -0.558
N 0.590 1.294 0.814
N -0.357 1.695 1.463
H -2.882 -0.058 0.577
C 0.626 0.155 0.012
O -1.486 1.056 1.393
*
```

These are the Mulliken partial charges, in e, on atoms 1 to 6:
1. H 0.370
2. H 0.417
3. C -0.343
4. O -0.357
5. C -0.205
6. N -0.389


[3]
Formula: C3H3N3O2
Source: the Open Molecules 2025 dataset
Level of theory: the ωB97M-V functional and the def2-TZVPD basis

Calculated values
HOMO-LUMO gap ... 10.07 eV
LUMO level ... 0.150 eV
SMILES ... C=Cn1nnoc1=O
DFT total energy ... -430.78242 a.u.

Structure (ORCA input):
```
! RIJCOSX wB97M-V def2-TZVPD def2/J DEFGRID3
* xyz 0 1
N -0.009 -1.371 -0.041
O -1.816 -0.209 0.052
N -1.242 -1.493 -0.020
C 2.707 -0.175 -0.034
H 2.728 -1.306 -0.059
C -0.857 0.713 0.029
N 0.304 -0.073 0.020
H 3.640 0.329 0.130
O -0.903 1.937 -0.060
C 1.572 0.489 0.053
H 1.495 1.546 -0.001
*
```

These are the Mulliken partial charges, in e, on atoms 1 to 6:
1. N -0.208
2. O -0.180
3. N -0.151
4. C -0.728
5. H 0.263
6. C 0.486


[4]
Formula: C3H3N3O2
Source: the Open Molecules 2025 dataset
Level of theory: the ωB97M-V functional and the def2-TZVPD basis

Calculated values
HOMO-LUMO gap ... 10.32 eV
LUMO level ... 0.480 eV
SMILES ... [H]/N=c1\ncoc(O)n1
DFT total energy ... -430.83414 a.u.

Structure (ORCA input):
```
! RIJCOSX wB97M-V def2-TZVPD def2/J DEFGRID3
* xyz 0 1
C -1.105 -0.279 -0.125
N 1.242 1.046 0.046
N 2.333 -1.068 0.083
C 1.290 -0.407 -0.031
O -2.307 -0.783 0.174
H -2.385 -1.731 -0.013
C 0.137 1.543 -0.067
H 3.097 -0.438 0.329
N -0.012 -0.992 -0.213
O -1.138 0.973 0.016
H -0.019 2.609 0.086
*
```

These are the Mulliken partial charges, in e, on atoms 1 to 6:
1. C 0.764
2. N -0.382
3. N -0.590
4. C 0.478
5. O -0.457
6. H 0.373


[5]
Formula: C3H3N3O3
Source: the Open Molecules 2025 dataset
Level of theory: the ωB97M-V functional and the def2-TZVPD basis

Calculated values
HOMO-LUMO gap ... 7.27 eV
LUMO level ... -1.743 eV
SMILES ... O=CC1=C(N=O)ONN1
DFT total energy ... -505.89280 a.u.

Structure (ORCA input):
```
! RIJCOSX wB97M-V def2-TZVPD def2/J DEFGRID3
* xyz 0 1
H -0.036 -0.250 2.368
H -1.706 1.219 1.288
N 1.376 -0.853 -1.060
O -0.062 -1.451 0.814
C 0.374 -0.585 -0.151
O 1.865 -1.987 -0.976
N -1.271 0.417 0.891
O -0.889 2.725 -0.656
C -0.340 0.596 -0.049
C -0.210 1.768 -0.872
N -0.817 -0.650 1.750
H 0.469 1.658 -1.744
*
```

These are the Mulliken partial charges, in e, on atoms 1 to 6:
1. H 0.277
2. H 0.273
3. N -0.066
4. O -0.237
5. C 0.473
6. O -0.387


[6]
Formula: C3H3N3O4
Source: the Open Molecules 2025 dataset
Level of theory: the ωB97M-V functional and the def2-TZVPD basis

Calculated values
HOMO-LUMO gap (alpha / beta) ... 5.92 / 7.86 eV
LUMO level (alpha / beta) ... -0.324 / -3.607 eV
⟨S²⟩ ... 2.02
DFT total energy ... -581.03155 a.u.

Structure (ORCA input):
```
! RIJCOSX wB97M-V def2-TZVPD def2/J DEFGRID3
* xyz 0 3
N -1.448 -1.050 3.992
N -2.063 1.006 3.199
N -1.590 -1.793 4.775
O -0.734 0.242 0.901
H -0.265 -0.321 -0.988
O -2.501 0.954 4.330
H -0.062 1.303 -0.489
O -2.310 1.866 2.390
C -1.321 -0.137 2.983
H 1.109 0.183 -0.178
C 0.081 0.291 -0.230
O 0.312 -1.547 1.935
C -0.461 -0.615 1.832
*
```

These are the Mulliken partial charges, in e, on atoms 1 to 6:
1. N 0.623
2. N 0.954
3. N -0.729
4. O -0.224
5. H 0.334
6. O -0.561


[7]
Formula: C3H3N3OS
Source: the Open Molecules 2025 dataset
Level of theory: the ωB97M-V functional and the def2-TZVPD basis

Calculated values
HOMO-LUMO gap ... 8.51 eV
LUMO level ... -0.541 eV
SMILES ... Oc1ncc(S)nn1
DFT total energy ... -753.73280 a.u.

Structure (ORCA input):
```
! RIJCOSX wB97M-V def2-TZVPD def2/J DEFGRID3
* xyz 0 1
N -0.469 1.556 -0.176
O -2.619 1.496 -0.124
H -0.474 -2.259 0.779
N 0.685 0.853 -0.236
C -1.532 0.783 0.086
C -0.364 -1.203 0.416
H -2.101 2.412 -0.401
C 0.705 -0.486 -0.179
H 3.163 -0.054 0.133
N -1.558 -0.588 0.467
S 2.307 -1.211 -0.115
*
```

These are the Mulliken partial charges, in e, on atoms 1 to 6:
1. N -0.489
2. O -0.508
3. H 0.388
4. N -0.269
5. C 0.565
6. C 0.000


[8]
Formula: C3H3N3S
Source: the Open Molecules 2025 dataset
Level of theory: the ωB97M-V functional and the def2-TZVPD basis

Calculated values
HOMO-LUMO gap ... 8.29 eV
LUMO level ... -1.033 eV
SMILES ... [H]/N=C(\C#N)NC=S
DFT total energy ... -678.50105 a.u.

Structure (ORCA input):
```
! RIJCOSX wB97M-V def2-TZVPD def2/J DEFGRID3
* xyz 0 1
H -0.076 -1.368 0.146
S -2.759 -0.282 -0.161
N 3.215 -1.107 -0.253
C 1.053 0.398 0.170
H 2.169 2.089 -0.049
C -1.246 0.254 0.157
N -0.086 -0.420 0.396
C 2.322 -0.426 0.069
H -0.935 1.257 0.417
N 1.186 1.695 -0.187
*
```

These are the Mulliken partial charges, in e, on atoms 1 to 6:
1. H 0.289
2. S -0.252
3. N -0.354
4. C 0.663
5. H 0.280
6. C -0.168